Arrangement a

Density functional theory data (wB97M-V/def2-TZVPD) for a single C10H10N2 molecule.

Its HOMO energy is -0.2642 hartree. Its net charge is 0. As for the structure (SMILES): Cc1ccc2cccnc2c1N.

Structure (XYZ):
```
22
Properties=species:S:1:pos:R:3:lowdin_charge:R:1
C -0.80576 1.36303 -2.74924 -0.068
C -0.76376 0.76757 -1.42074 -0.253
C -1.92066 0.44227 -0.68417 -0.056
C -1.85733 -0.19170 0.52459 -0.075
C -0.62948 -0.51869 1.14039 -0.167
C -0.45137 -1.20044 2.38483 -0.002
C 0.83653 -1.38079 2.85153 -0.070
C 1.92086 -0.91990 2.10016 -0.131
N 1.82509 -0.49190 0.85245 0.103
C 0.57580 -0.19395 0.48127 -0.175
C 0.47896 0.42179 -0.83224 -0.224
N 1.67192 0.59646 -1.34923 0.111
H 0.24178 1.28500 -3.02404 0.044
H -1.48621 0.82437 -3.52522 0.120
H -1.05974 2.44715 -2.76129 0.093
H -2.91163 0.75437 -1.11250 0.129
H -2.75295 -0.48419 1.10031 0.111
H -1.26252 -1.77588 2.87860 0.124
H 1.16353 -2.04523 3.62182 0.095
H 2.87466 -1.01827 2.56053 0.096
H 1.89031 1.13113 -2.20709 0.120
H 2.42198 0.18778 -0.83072 0.076
```


Arrangement b

Density functional theory data (wB97M-V/def2-TZVPD) for C10H10N2 as an isolated structure.

Its HOMO energy is -0.3112 hartree. Its net charge is 0.

Structure (XYZ):
```
22
Properties=species:S:1:pos:R:3:lowdin_charge:R:1
C 1.50115 1.71805 0.73312 0.032
C 3.09197 -0.09019 -0.05393 -0.107
C 3.00492 -1.36911 -0.53862 -0.115
C 0.94848 -0.56333 -0.17328 -0.270
C -0.51210 -0.41535 -0.17292 -0.132
C -1.31731 -1.22340 0.65959 -0.080
C -2.63281 -1.10784 0.72544 -0.132
C -3.33290 -0.18309 -0.10150 -0.108
C -2.50957 0.59702 -0.97495 -0.124
C -1.15569 0.54112 -0.99597 -0.058
H 0.61699 1.94822 0.46036 0.026
H 2.07618 2.31875 0.25869 0.045
H 1.54116 1.81856 1.75034 0.089
H 3.94444 0.57672 0.20802 0.127
H 3.90363 -1.95179 -0.65688 0.089
H -0.76905 -1.94133 1.11115 0.081
H -3.43614 -1.69468 1.69609 0.198
H -4.56281 -0.07072 -0.09474 0.152
H -3.24692 1.27483 -1.62009 0.139
H -0.62033 1.02154 -1.77215 0.109
N 1.84932 0.43197 0.16917 -0.059
N 1.61740 -1.63595 -0.61693 0.097
```


Stability, lowest: arrangement b